1.
220
Properties=species:S:1:pos:R:3:forces:R:3 method="wB97M-V/def2-TZVPD" homo_ev=-8.02 gap_ev=8.50 total_energy_ha=-3599.32785 de_lowest_kcal_mol=0.0 lumo_ev=0.5 multiplicity=1 smiles=CC1(C)CCCC(C)(C)N1O.CC1(C)CCCC(C)(C)N1O.CC1(C)CCCC(C)(C)N1O.CC1(C)CCCC(C)(C)N1O.CC1(C)CCCC(C)(C)N1O.CC1(C)CCCC(C)(C)N1O.COC[C@H](C)N.COC[C@H](C)N.CO
C -1.607857 -6.430496 -4.840137 0.43 -0.34 0.58
C -2.824748 -5.556337 -4.524497 -0.26 -0.81 -1.20
C -3.789084 -5.725310 -5.712363 0.23 0.12 -0.33
C -3.548007 -6.047454 -3.281381 -0.61 0.63 0.17
C -2.797468 -5.661959 -2.015411 -0.17 -0.79 -0.06
C -2.870977 -4.154324 -1.942488 -0.58 -0.69 -0.24
C -2.121560 -3.546442 -3.140475 0.43 1.17 1.47
C -2.507164 -2.041063 -3.086597 0.02 0.22 -1.85
C -0.615858 -3.577599 -2.858155 0.49 0.06 -0.06
N -2.526601 -4.128715 -4.412934 -1.02 0.02 0.62
O -1.660700 -3.723073 -5.448732 0.23 0.08 -0.04
H -1.896531 -7.482348 -4.913162 -0.21 0.08 -0.08
H -1.124869 -6.158611 -5.775759 0.01 0.17 0.05
H -0.871042 -6.404067 -4.030853 0.08 0.19 -0.15
H -4.019405 -6.779701 -5.877676 -0.06 0.01 0.12
H -4.715043 -5.164633 -5.577643 0.02 -0.02 0.14
H -3.310446 -5.367600 -6.627632 -0.03 0.02 0.03
H -4.516966 -5.526589 -3.257384 0.10 0.09 0.07
H -3.866943 -7.087361 -3.367638 0.66 -0.20 -0.07
H -3.216999 -6.207571 -1.165846 -0.04 0.36 0.16
H -1.752570 -5.977842 -2.088459 0.00 -0.06 0.07
H -2.540285 -3.766752 -0.978104 0.51 0.21 -0.23
H -3.924012 -3.854381 -2.007147 -0.01 -0.04 -0.05
H -1.646087 -1.448406 -3.409733 -0.03 0.20 0.43
H -2.931732 -1.688482 -2.150957 0.34 -0.15 0.23
H -3.252923 -1.822816 -3.861791 -0.19 -0.22 0.18
H -0.054492 -3.136889 -3.685090 -0.12 -0.05 -0.06
H -0.175686 -4.560150 -2.663759 -0.24 -0.10 0.03
H -0.445481 -2.926793 -1.995874 0.10 -0.16 0.07
H -2.166466 -3.062374 -5.932459 -0.05 -0.02 -0.02
C -7.543516 2.408232 0.848862 0.07 0.25 -0.37
C -6.646186 1.585087 1.765321 0.23 -0.16 0.40
C -5.790445 2.475806 2.668298 0.07 -0.05 0.17
C -7.570012 0.699811 2.600223 0.33 -0.53 0.19
C -6.849786 -0.388903 3.398321 -0.15 0.36 -0.04
C -5.918957 -1.220779 2.508055 -0.64 -0.43 1.12
C -5.070909 -0.428168 1.515219 0.12 -0.04 0.63
C -3.794369 0.051796 2.250854 0.39 -0.32 -0.90
C -4.681494 -1.375930 0.382118 0.19 1.03 -0.76
N -5.847064 0.673061 0.948386 -0.70 -0.59 -0.76
O -5.027441 1.395673 0.047625 0.13 0.23 0.27
H -7.912087 1.797330 0.021727 -0.04 -0.14 0.13
H -8.403594 2.767662 1.415877 0.03 0.11 -0.02
H -7.039085 3.263133 0.394197 0.10 0.00 0.16
H -6.371013 3.311952 3.062627 0.03 0.05 -0.07
H -5.422062 1.901716 3.518293 0.00 0.06 0.06
H -4.913986 2.843050 2.134959 -0.12 0.18 -0.11
H -8.148974 1.302618 3.302226 -0.15 0.15 -0.24
H -8.232584 0.190019 1.893489 -0.21 0.14 0.11
H -6.317417 0.019214 4.263767 0.11 0.20 -0.20
H -7.640570 -0.998141 3.845186 0.22 -0.29 -0.07
H -6.521804 -2.023631 2.072861 0.07 0.28 -0.59
H -5.247220 -1.753946 3.190078 0.18 -0.04 -0.24
H -3.965932 0.166063 3.316522 0.18 0.18 0.07
H -3.385912 0.950719 1.786184 -0.29 0.24 0.23
H -3.002994 -0.681037 2.056672 -0.09 -0.18 0.50
H -4.242240 -2.297674 0.754643 -0.02 -0.07 0.00
H -3.968937 -0.840512 -0.257773 0.23 -0.30 0.16
H -5.526167 -1.548313 -0.288153 -0.19 -0.33 0.31
H -5.465765 1.260234 -0.805118 -0.10 0.01 -0.07
C 0.431099 0.054182 4.554834 0.12 -0.42 -1.21
C 0.839095 0.966650 5.725601 -0.13 -0.40 -0.62
C 0.644974 2.417203 5.306532 -0.82 -0.31 -0.59
C -0.078377 0.672988 6.908115 -0.57 -0.37 0.04
C 0.249310 -0.618579 7.648430 -0.27 0.96 0.50
C 1.672071 -0.496878 8.140666 -0.06 -0.93 0.74
C 2.700634 -0.300735 7.021747 -0.93 -0.12 0.35
C 3.976711 0.160707 7.704618 1.04 0.30 -0.44
C 2.903641 -1.633681 6.302854 1.35 -0.15 0.24
N 2.230223 0.771988 6.129624 0.28 0.55 1.11
O 3.147182 0.922998 5.054384 -0.37 -0.02 -0.09
H 0.602875 0.471116 3.550313 0.22 0.43 0.34
H 1.013404 -0.867199 4.530355 -0.19 -0.12 0.27
H -0.630888 -0.199025 4.505795 0.01 -0.02 0.45
H 0.876921 3.110848 6.110953 0.32 0.10 -0.15
H 1.145979 2.592731 4.355511 0.53 0.32 0.34
H -0.410380 2.557231 5.035451 -0.02 -0.03 0.25
H -0.080755 1.525710 7.592964 0.24 -0.13 0.16
H -1.110023 0.578958 6.555877 0.10 0.31 -0.27
H -0.440139 -0.666719 8.497572 0.13 -0.16 0.05
H 0.048329 -1.518221 7.065582 0.25 0.08 -0.26
H 1.920444 -1.403902 8.709173 0.27 -0.05 -0.34
H 1.758616 0.263352 8.923720 -0.16 0.43 -0.41
H 4.818134 0.209933 7.001885 -0.07 -0.30 0.03
H 4.264167 -0.500186 8.523019 -0.06 -0.12 -0.08
H 3.919576 1.175699 8.104646 -0.49 -0.07 0.07
H 3.703889 -1.521504 5.565278 -0.46 0.06 -0.39
H 2.001109 -2.057833 5.880704 -0.06 0.02 -0.12
H 3.346086 -2.363639 6.990468 -0.34 0.03 0.18
H 3.716352 1.623741 5.387720 0.07 0.10 -0.26
C 7.773266 2.163649 -2.234722 -0.44 -0.11 -0.36
C 7.727029 3.692158 -2.388055 0.22 -0.55 0.17
C 8.721532 4.335748 -1.429140 0.60 0.21 0.05
C 8.109252 4.072163 -3.815358 -0.03 -0.28 -0.88
C 6.955488 3.949091 -4.808878 0.06 0.16 0.49
C 5.766939 4.802254 -4.373500 0.79 -0.80 -0.38
C 5.279965 4.389030 -2.989866 -1.13 0.58 0.42
C 4.487741 5.587025 -2.435061 -0.22 0.65 0.13
C 4.325465 3.178399 -3.002947 0.86 0.29 0.48
N 6.408412 4.227070 -2.077497 0.43 0.99 -0.28
O 6.000436 3.865037 -0.778257 -0.15 -0.27 -0.01
H 8.731643 1.747270 -2.546078 0.13 0.10 0.24
H 7.528360 1.865607 -1.216558 0.12 -0.01 0.02
H 7.022859 1.716961 -2.894529 0.01 -0.04 0.08
H 9.753100 4.045470 -1.653482 -0.12 -0.19 -0.15
H 8.695469 5.422476 -1.543232 -0.17 -0.02 0.14
H 8.555535 4.063834 -0.386800 -0.20 0.02 -0.04
H 8.561903 5.065652 -3.883119 -0.24 0.12 0.21
H 8.870123 3.382911 -4.195480 0.21 0.04 0.43
H 7.321638 4.240340 -5.794357 -0.17 -0.06 -0.08
H 6.637868 2.902663 -4.851435 0.05 0.00 -0.17
H 4.991107 4.631694 -5.122126 -0.32 0.39 0.25
H 6.072868 5.850174 -4.358593 -0.13 0.05 -0.07
H 3.668018 5.943981 -3.067810 0.03 -0.44 -0.23
H 5.148053 6.454377 -2.342210 0.12 -0.14 0.13
H 4.041557 5.387066 -1.459446 0.12 -0.12 0.01
H 3.388279 3.431246 -3.493971 0.07 -0.22 -0.30
H 4.110117 2.969606 -1.954940 -0.11 -0.21 -0.07
H 4.851088 2.318556 -3.418736 -0.43 -0.15 -0.23
H 6.049713 4.684610 -0.275061 0.03 0.02 0.02
C 0.222653 -4.806280 0.653223 -0.33 0.65 -0.22
C 1.509619 -5.596920 0.475381 0.45 -0.17 0.69
C 2.504778 -5.171751 1.573870 0.49 -0.18 -0.69
C 1.163641 -7.089119 0.616148 -0.13 0.27 0.00
C 2.282150 -7.986607 0.126309 0.26 0.24 0.14
C 2.452413 -7.697395 -1.357967 -0.38 -0.27 0.33
C 2.912741 -6.255448 -1.611166 0.25 -0.75 0.02
C 4.371607 -6.083391 -1.191465 0.36 0.35 0.92
C 2.777858 -6.015982 -3.113621 0.36 -0.10 -0.11
N 2.011750 -5.383349 -0.877969 -1.03 0.25 -0.67
O 2.331551 -4.019393 -1.112718 0.05 -0.19 0.23
H -0.497262 -5.065245 -0.128039 -0.03 -0.14 0.11
H -0.225780 -4.955589 1.637669 0.05 -0.30 -0.03
H 0.377188 -3.725557 0.575765 0.21 -0.10 -0.06
H 2.089878 -5.308756 2.570589 -0.07 0.19 0.03
H 3.412358 -5.771320 1.492209 -0.04 -0.09 0.21
H 2.839557 -4.148929 1.393437 -0.25 0.11 0.25
H 0.910513 -7.279482 1.661350 -0.07 0.00 -0.02
H 0.269693 -7.238983 0.000642 -0.03 -0.27 0.14
H 3.195408 -7.730606 0.670219 0.04 -0.13 -0.02
H 2.099670 -9.038755 0.348326 -0.19 -0.02 -0.19
H 1.454380 -7.812376 -1.796924 0.10 -0.02 -0.22
H 3.106632 -8.417152 -1.852376 0.18 0.17 -0.01
H 4.653913 -5.028232 -1.154470 0.00 -0.02 -0.53
H 5.084572 -6.665418 -1.774853 -0.12 0.12 -0.27
H 4.523322 -6.380601 -0.150451 -0.12 -0.26 -0.09
H 1.773667 -6.217545 -3.489848 -0.15 0.31 0.22
H 3.416135 -6.740491 -3.628315 0.14 0.14 0.03
H 3.117752 -5.014210 -3.373993 -0.16 0.01 -0.13
H 1.553547 -3.714904 -1.592589 0.01 0.27 -0.11
C -1.565940 3.267985 1.125709 -0.52 0.42 -0.46
C -0.420375 4.199499 0.768857 1.45 0.16 0.54
C 0.755425 3.969741 1.740256 -0.26 -0.34 0.83
C 0.047977 3.901170 -0.657852 -0.85 0.27 -0.14
C 1.020293 4.930764 -1.201207 0.28 -0.29 0.27
C 0.290972 6.248399 -1.194341 -0.30 0.73 -1.41
C -0.218759 6.712974 0.165443 -0.01 0.65 -0.07
C 0.906387 7.363104 0.982289 0.58 -0.45 -0.13
C -1.291450 7.785375 -0.112264 -0.33 0.19 1.05
N -0.873636 5.587638 0.828664 -1.15 -0.28 -0.73
O -1.289270 5.910116 2.145515 0.30 0.14 -0.07
H -1.232714 2.232799 1.079210 -0.04 -0.04 0.29
H -2.009852 3.523490 2.086018 0.27 -0.24 0.21
H -2.371011 3.396409 0.393471 0.07 -0.12 -0.06
H 0.397443 3.901038 2.771840 -0.20 0.07 -0.11
H 1.238436 3.006911 1.547669 0.18 0.16 -0.15
H 1.478748 4.782243 1.773981 0.13 -0.10 -0.43
H 0.397682 2.872333 -0.760277 0.11 0.02 0.26
H -0.876767 3.987994 -1.246361 0.20 -0.19 -0.27
H 1.936559 5.003014 -0.604975 -0.11 -0.15 0.15
H 1.361406 4.607174 -2.186766 -0.14 0.31 -0.15
H -0.565759 6.212399 -1.882455 -0.18 -0.62 0.30
H 0.818591 7.061877 -1.712902 0.54 -0.03 0.65
H 0.702031 7.432669 2.048603 -0.27 -0.02 -0.03
H 1.118452 8.360196 0.598795 0.03 0.01 0.00
H 1.816262 6.765934 0.863752 0.05 0.13 0.11
H -1.976708 7.510873 -0.911429 0.04 -0.08 -0.03
H -0.880523 8.781722 -0.280065 0.24 -0.17 -0.41
H -1.873436 7.930376 0.805690 -0.09 -0.08 -0.13
H -2.206813 6.170033 2.019198 -0.08 -0.08 0.14
C -0.702123 -0.252751 -0.554450 -0.35 0.77 0.25
O 0.436664 -1.053136 -0.719297 0.08 0.19 -0.35
C 1.262642 -1.112102 0.421696 -0.31 -1.71 0.41
C 1.957697 0.166409 0.747246 0.71 1.01 -0.55
C 2.665882 0.714226 -0.494606 -0.96 0.08 0.16
N 2.947261 -0.045757 1.800264 -0.37 0.03 0.67
H -1.067691 0.095375 -1.521278 -0.05 -0.51 -0.15
H -0.506212 0.690582 -0.027655 0.19 -0.28 0.12
H -1.489254 -0.774627 0.004193 -0.03 -0.05 -0.14
H 0.675549 -1.504081 1.273717 -0.05 0.41 0.10
H 1.971614 -1.925936 0.235401 0.23 0.30 -0.19
H 1.186599 0.903005 1.021210 0.19 0.02 0.25
H 3.315811 -0.037134 -0.940237 0.18 0.10 0.03
H 3.187983 1.642418 -0.260179 0.23 -0.11 -0.01
H 1.868112 0.959293 -1.200755 0.29 0.01 -0.27
H 3.415764 0.829509 2.022615 -0.04 0.08 -0.23
H 2.453697 -0.245302 2.669466 0.23 -0.27 0.02
C -4.403036 1.476275 -2.858961 0.49 0.41 -0.44
O -5.745019 1.105000 -2.649737 0.14 -0.17 0.19
C -6.646448 1.742953 -3.549501 0.18 -0.11 0.97
C -8.008739 1.109863 -3.378465 -0.05 -0.02 -1.01
C -7.987303 -0.358123 -3.783806 -0.05 -0.35 0.70
N -8.918173 1.917317 -4.214674 -0.08 -0.21 0.34
H -4.178459 2.517579 -2.585079 -0.38 0.04 -0.03
H -4.158923 1.359125 -3.920568 0.20 -0.12 0.07
H -3.738198 0.874911 -2.240954 -0.22 -0.31 -0.08
H -6.729715 2.796850 -3.270058 0.13 0.12 -0.39
H -6.278550 1.600143 -4.571637 -0.06 0.24 -0.08
H -8.290433 1.196343 -2.328518 -0.15 0.10 -0.01
H -8.991249 -0.785739 -3.731045 -0.01 0.05 -0.06
H -7.370524 -0.919205 -3.076103 0.06 -0.04 -0.16
H -7.595491 -0.524698 -4.788967 0.02 0.19 -0.04
H -8.746726 1.674700 -5.185892 -0.03 0.08 -0.02
H -9.874900 1.636881 -4.028528 -0.01 0.07 -0.02
C 6.398538 -0.074951 0.968112 0.69 0.57 -0.58
O 5.707777 -1.071466 1.662971 0.02 -0.01 0.00
H 6.020848 0.119861 -0.046412 -0.26 -0.10 0.14
H 6.448479 0.897065 1.482611 -0.24 -0.11 0.13
H 7.442346 -0.365723 0.815228 -0.10 -0.27 0.21
H 4.765717 -0.835499 1.645664 -0.18 -0.16 0.08

2.
16
Properties=species:S:1:pos:R:3:forces:R:3 method="wB97M-V/def2-TZVPD" homo_ev=-8.25 gap_ev=7.69 total_energy_ha=-379.93572 de_lowest_kcal_mol=95.7 lumo_ev=-0.6 multiplicity=1
C -1.061492 1.667337 -0.165532 2.59 1.09 2.70
C 0.410652 1.435988 0.495306 0.64 1.43 0.18
C -1.091204 -0.379062 -1.171991 2.28 1.31 -1.61
C -1.303948 -1.354807 -0.105830 1.23 -2.37 -0.24
C 2.100043 -0.304609 0.488264 -0.28 -1.68 -0.91
N -1.510464 0.835633 -0.941121 -0.99 -1.56 -1.41
N 0.915403 0.350662 0.041614 -1.34 -0.61 -2.43
O 0.851067 2.328134 1.274732 -1.12 -1.04 -0.86
H -1.591664 2.475554 0.284582 -0.59 0.75 -0.26
H -0.831966 -0.603726 -2.285870 -0.43 0.05 2.26
H -1.404802 -0.817655 0.846586 -0.64 -0.46 -0.39
H -0.392212 -2.091471 0.058152 -1.92 1.42 -0.81
H -2.162131 -1.914654 -0.556912 0.20 -0.13 1.39
H 1.668279 -1.215818 0.965811 0.94 0.59 0.93
H 2.778918 -0.857529 -0.291453 -1.23 1.78 0.73
H 2.625519 0.446023 1.063663 0.65 -0.57 0.73

3.
15
Properties=species:S:1:pos:R:3:forces:R:3 method="wB97M-V/def2-TZVPD" homo_ev=-9.52 gap_ev=10.45 total_energy_ha=-266.93039 de_lowest_kcal_mol=8.7 lumo_ev=0.9 multiplicity=1 smiles=NCCN.O
N -2.160890 0.981398 0.217103 -0.04 -0.74 0.89
C -0.791840 0.428557 0.089748 -0.59 1.99 -1.85
C -0.478376 -0.874017 0.726349 0.77 -1.37 0.59
N 0.771816 -1.437354 0.110397 -0.57 -0.60 0.69
H -2.825513 0.437712 -0.323949 0.16 -0.05 -0.20
H -2.468911 0.820512 1.177389 0.00 0.37 -0.08
H -0.648147 0.329128 -1.007776 0.16 -0.06 0.55
H -0.118365 1.276140 0.357150 -0.12 -0.99 0.13
H -1.316707 -1.592030 0.726830 -0.02 0.28 -0.62
H -0.285328 -0.802178 1.795159 0.22 0.45 0.18
H 0.530308 -1.944094 -0.736980 -0.09 0.45 -0.30
H 1.063292 -2.215322 0.705301 0.20 0.36 0.08
O 2.295212 0.972313 -1.081835 -0.02 0.03 -0.10
H 2.198559 0.299100 -0.393114 -0.09 -0.05 -0.08
H 2.953591 1.604242 -0.784116 0.04 -0.07 0.12

Number 1: strongest force on any atom 1.93 eV/Å. Number 2: strongest force on any atom 3.90 eV/Å. Number 3: strongest force on any atom 2.78 eV/Å.